A) The following is a DFT calculation (the ωB97M-V functional and the def2-TZVPD basis) of one molecule with the formula C4H4Cl2.

Each line ends with the Mulliken charge.
CARTESIAN COORDINATES (ANGSTROEM)
C: 1.593 0.385 0.364  -0.57
C: 0.787 -0.397 -0.345  -0.20
C: -0.571 -0.721 -0.065  -0.55
C: -1.616 0.181 -0.087  0.46
Cl: -3.261 -0.072 0.087  -0.15
Cl: -1.228 1.845 -0.158  -0.17
H: 2.660 0.535 0.201  0.28
H: 1.162 0.871 1.291  0.22
H: 1.263 -0.865 -1.165  0.32
H: -0.790 -1.761 -0.124  0.35

Results
Orbital gap (eV): 9.6
SMILES string: C=CC=C(Cl)Cl
E_HOMO (hartree): -0.3284
Molar mass (Da): 123.0



B) The following is a DFT calculation (the ωB97M-V functional and the def2-TZVPD basis) of one molecule with the formula C4H4Cl2.

Each line ends with the Mulliken charge.
CARTESIAN COORDINATES (ANGSTROEM)
C: -0.344 2.149 -0.319  -0.60
C: 0.476 1.334 0.511  -0.30
C: 0.565 -0.016 0.163  0.63
Cl: 2.079 -0.661 -0.125  -0.18
C: -0.436 -0.797 0.070  -0.46
Cl: -2.165 -0.580 0.020  -0.14
H: -0.994 1.785 -1.041  0.30
H: -0.138 3.348 -0.504  0.19
H: 1.295 1.822 1.130  0.29
H: -0.266 -1.883 -0.353  0.25

Results
Orbital gap (eV): 9.4
SMILES string: C=C/C(Cl)=C\Cl
E_HOMO (hartree): -0.3314
Molar mass (Da): 123.0



C) The following is a DFT calculation (the ωB97M-V functional and the def2-TZVPD basis) of one molecule with the formula C4H4Cl2.

Each line ends with the Mulliken charge.
CARTESIAN COORDINATES (ANGSTROEM)
C: -0.673 1.497 -0.352  -0.63
C: 0.411 0.946 0.458  -0.11
C: 0.797 -0.473 0.059  0.29
Cl: 2.439 -0.954 -0.108  -0.19
C: -0.143 -1.521 0.001  -0.42
Cl: -1.874 -1.318 0.037  -0.15
H: -1.040 0.586 -1.155  0.20
H: -1.386 2.438 -0.229  0.26
H: 1.014 1.263 1.180  0.44
H: 0.455 -2.464 0.109  0.33

Results
Orbital gap (eV): 9.2
SMILES string: C=C/C(Cl)=C\Cl
E_HOMO (hartree): -0.3250
Molar mass (Da): 123.0



Short version: A) is the most stable of them.



A) The following is a DFT calculation (the ωB97M-V functional and the def2-TZVPD basis) of one molecule with the formula C2H4N2O3S.

Each line ends with the Mulliken charge.
CARTESIAN COORDINATES (ANGSTROEM)
O: -1.740 1.511 0.526  -0.52
C: -1.252 0.698 -0.222  0.60
S: -2.025 0.355 -1.772  -0.19
C: 0.081 0.079 0.166  0.34
N: 0.602 -1.055 -0.090  -0.38
O: -0.234 -1.869 -0.860  -0.41
N: 0.842 1.017 0.894  -0.27
O: 1.789 0.430 1.743  -0.40
H: -1.185 -0.649 -2.143  0.19
H: 0.304 -2.702 -0.961  0.37
H: 0.201 1.626 1.475  0.30
H: 2.618 0.559 1.245  0.35

Results
Orbital gap (eV): 9.4
SMILES string: O=C(S)/C(=N\O)NO
E_HOMO (hartree): -0.3440
Molar mass (Da): 136.1



B) The following is a DFT calculation (the ωB97M-V functional and the def2-TZVPD basis) of one molecule with the formula C2H4N2O3S.

Each line ends with the Mulliken charge.
CARTESIAN COORDINATES (ANGSTROEM)
C: -0.616 1.047 -0.541  0.61
C: 0.739 -0.830 -0.861  -0.27
N: -1.241 2.073 -0.498  -0.39
N: -0.819 -0.092 1.103  -0.62
O: 1.735 -0.167 1.465  -0.60
O: 0.557 -2.297 1.373  -0.58
O: 0.277 0.461 -1.132  -0.30
S: 0.587 -0.916 1.024  1.02
H: 0.140 -1.548 -1.554  0.30
H: 1.783 -0.807 -1.223  0.24
H: -2.054 2.508 -0.935  0.30
H: -1.089 0.568 1.778  0.29

Results
Orbital gap (eV): 10.1
E_HOMO (hartree): -0.3600
Molar mass (Da): 136.1



C) The following is a DFT calculation (the ωB97M-V functional and the def2-TZVPD basis) of one molecule with the formula C2H4N2O3S.

Each line ends with the Mulliken charge.
CARTESIAN COORDINATES (ANGSTROEM)
C: -0.996 -0.814 -1.287  -0.77
C: -0.547 -0.717 0.170  0.71
O: -1.218 -0.711 1.160  -0.56
N: 0.890 -0.420 0.325  -0.18
N: 1.155 0.215 1.646  -0.42
S: 1.191 1.212 0.367  1.02
O: 2.490 1.496 -0.114  -0.50
O: 0.043 1.989 0.026  -0.50
H: -2.032 -1.090 -1.140  0.28
H: -0.365 -1.588 -1.825  0.30
H: -0.862 0.304 -1.523  0.29
H: 0.251 0.124 2.197  0.34

Results
Orbital gap (eV): 11.0
SMILES string: CC(=O)N1NS1(=O)=O
E_HOMO (hartree): -0.3887
Molar mass (Da): 136.1



Short version: C) is the most stable of them.



A) The following is a DFT calculation (the ωB97M-V functional and the def2-TZVPD basis) of a 2-piece molecular cluster, C4H8N2 overall.

Each line ends with the Mulliken charge.
CARTESIAN COORDINATES (ANGSTROEM)
C: 2.241 -0.561 -0.228  0.03
C: -1.255 -0.283 -0.055  0.57
C: -2.301 -1.135 0.171  -0.95
C: 0.297 1.717 -0.289  -0.64
N: 2.877 -0.822 0.683  0.10
N: -0.376 0.485 -0.100  -0.09
H: 1.780 -0.350 -1.285  0.50
H: -2.009 -1.952 0.810  0.36
H: -2.766 -1.219 -0.794  0.33
H: -3.152 -0.664 0.874  0.38
H: -0.303 2.495 0.095  0.39
H: 0.262 1.811 -1.358  0.48
H: 1.373 1.546 -0.015  0.20
H: 3.332 -1.066 1.490  0.33

Results
Orbital gap (eV): 11.7
Net charge: +2
E_HOMO (hartree): -0.7721
Molar mass (Da): 84.1



B) The following is a DFT calculation (the ωB97M-V functional and the def2-TZVPD basis) of an isolated ion of composition C4H8N2 and charge +2.

Each line ends with the Mulliken charge.
CARTESIAN COORDINATES (ANGSTROEM)
C: -2.961 -0.014 -0.253  -0.76
C: -1.495 0.376 0.184  0.19
N: -0.725 1.418 0.567  -0.28
C: -0.097 0.270 0.014  0.47
C: 1.144 -0.403 -0.211  -0.31
N: 2.287 0.529 -0.095  -0.21
H: -3.421 0.629 -1.091  0.37
H: -3.556 0.209 0.689  0.34
H: -2.795 -1.012 -0.607  0.33
H: 1.196 -0.786 -1.288  0.36
H: 1.190 -1.293 0.484  0.38
H: 2.607 0.887 -1.050  0.39
H: 3.009 0.021 0.309  0.33
H: 1.893 1.222 0.585  0.40

Results
Orbital gap (eV): 11.2
SMILES string: CC1=[N+]=C1C[NH3+]
Net charge: +2
E_HOMO (hartree): -0.7942
Molar mass (Da): 84.1



Short version: A) is the most stable of them.



A) The following is a DFT calculation (the ωB97M-V functional and the def2-TZVPD basis) of one molecule with the formula C5H7Br.

Each line ends with the Mulliken charge.
CARTESIAN COORDINATES (ANGSTROEM)
C: -0.024 -2.217 -0.313  -0.60
C: 0.022 -1.243 0.563  -0.29
C: 0.747 0.152 0.366  0.46
Br: 2.558 0.012 -0.278  -0.12
C: 0.512 1.301 1.212  -0.80
C: 0.054 1.317 -0.210  -0.38
H: -0.597 -3.148 -0.113  0.26
H: 0.359 -2.012 -1.300  0.28
H: -0.277 -1.322 1.627  0.25
H: 1.316 1.952 1.584  0.21
H: -0.228 1.308 1.932  0.28
H: -1.064 1.298 -0.474  0.23
H: 0.618 1.983 -0.975  0.22

Results
Orbital gap (eV): 10.7
SMILES string: C=CC1(Br)CC1
E_HOMO (hartree): -0.3568
Molar mass (Da): 147.0



B) The following is a DFT calculation (the ωB97M-V functional and the def2-TZVPD basis) of one molecule with the formula C5H7Br.

Each line ends with the Mulliken charge.
CARTESIAN COORDINATES (ANGSTROEM)
C: 1.257 -0.962 0.178  -1.21
C: -0.218 -0.414 0.364  0.81
Br: -0.850 -0.953 2.200  -0.22
C: -1.182 -0.343 -0.887  -0.64
C: -1.216 1.016 -0.767  -0.22
C: -0.141 1.107 0.291  -0.87
H: 1.824 -0.880 1.060  0.37
H: 1.582 -0.228 -0.645  0.28
H: 1.406 -1.946 -0.200  0.33
H: -1.399 -1.232 -1.361  0.47
H: -1.517 1.869 -1.394  0.33
H: 0.901 1.416 -0.086  0.23
H: -0.446 1.549 1.245  0.33

Results
Orbital gap (eV): 10.6
SMILES string: C[C@]1(Br)C=CC1
E_HOMO (hartree): -0.3597
Molar mass (Da): 147.0



Short version: A) is the most stable of them.



A) The following is a DFT calculation (the ωB97M-V functional and the def2-TZVPD basis) of a 2-piece molecular cluster, C5H7Br overall.

Each line ends with the Mulliken charge.
CARTESIAN COORDINATES (ANGSTROEM)
C: -0.944 0.793 -1.992  -0.69
C: 0.270 0.963 -1.413  0.27
C: 1.334 1.018 -0.720  -0.50
H: -1.852 1.099 -1.493  0.28
H: -0.885 0.284 -2.938  0.24
H: 1.910 1.911 -1.012  0.24
H: 1.672 0.226 -0.056  0.15
C: -0.062 -0.529 2.164  -0.55
C: -0.558 -1.432 1.294  -0.23
Br: 0.579 -2.589 0.395  -0.12
H: 0.972 -0.310 2.268  0.37
H: -0.835 0.172 2.553  0.20
H: -1.601 -1.606 0.948  0.33

Results
Orbital gap (eV): 10.4
SMILES string: C=C=C.C=CBr
E_HOMO (hartree): -0.3471
Molar mass (Da): 147.0



B) The following is a DFT calculation (the ωB97M-V functional and the def2-TZVPD basis) of C5H7Br as an isolated structure.

Each line ends with the Mulliken charge.
CARTESIAN COORDINATES (ANGSTROEM)
C: -0.764 1.474 0.090  -0.32
C: 0.130 1.030 0.987  -0.70
C: -0.209 0.677 -0.984  -0.55
C: 0.631 0.032 0.069  0.53
C: -0.061 -1.713 0.252  -1.16
Br: 2.630 -0.245 -0.072  -0.20
H: -1.549 2.237 0.156  0.39
H: 0.321 1.165 2.007  0.48
H: -0.964 0.058 -1.404  0.22
H: 0.304 1.257 -1.904  0.24
H: 0.725 -2.335 0.800  0.34
H: -0.273 -1.996 -0.771  0.36
H: -0.921 -1.641 0.774  0.37

Results
Orbital gap (eV): 10.3
E_HOMO (hartree): -0.3426
Molar mass (Da): 147.0



Short version: B) is the most stable of them.



A) The following is a DFT calculation (the ωB97M-V functional and the def2-TZVPD basis) of C3H7NS as an isolated structure.

Each line ends with the Mulliken charge.
CARTESIAN COORDINATES (ANGSTROEM)
C: 0.193 0.182 -0.258  -0.20
C: -1.248 -0.051 -0.321  -0.46
C: 0.467 -1.115 0.633  -0.58
H: -0.107 2.400 0.157  0.28
H: 1.934 1.445 -0.726  0.30
H: 0.582 -0.385 -1.179  0.27
H: -1.667 0.172 0.624  0.31
H: -1.866 0.131 -1.253  0.31
H: 0.310 -0.761 1.773  0.27
H: 1.564 -1.564 0.547  0.31
N: 0.843 1.292 0.183  -0.65
S: -1.006 -1.745 -0.180  -0.15

Results
Orbital gap (eV): 8.6
E_HOMO (hartree): -0.3133
Molar mass (Da): 89.2



B) The following is a DFT calculation (the ωB97M-V functional and the def2-TZVPD basis) of one molecule with the formula C3H7NS.

Each line ends with the Mulliken charge.
CARTESIAN COORDINATES (ANGSTROEM)
N: -1.542 -0.030 -0.524  -0.81
C: -0.225 0.026 0.246  0.15
C: 0.746 1.130 -0.036  -0.72
S: 2.171 -0.021 -0.266  -0.20
C: 0.708 -1.076 -0.037  -0.61
H: -1.952 0.838 -0.375  0.24
H: -2.042 -0.729 0.077  0.28
H: -0.579 0.019 1.231  0.33
H: 0.531 1.644 -0.955  0.41
H: 0.883 1.687 0.853  0.31
H: 0.424 -1.679 -0.998  0.33
H: 0.877 -1.809 0.784  0.29

Results
Orbital gap (eV): 9.5
SMILES string: NC1CSC1
E_HOMO (hartree): -0.3145
Molar mass (Da): 89.2



Short version: B) is the most stable of them.



A) The following is a DFT calculation (the ωB97M-V functional and the def2-TZVPD basis) of C3H7NS as an isolated structure.

Each line ends with the Mulliken charge.
CARTESIAN COORDINATES (ANGSTROEM)
C: -1.301 -0.637 0.440  -0.78
C: 0.512 0.819 -0.600  0.35
C: 1.360 -0.022 0.125  -1.06
H: -2.476 -0.233 0.993  0.27
H: -0.470 -0.785 1.370  0.27
H: -1.544 -1.884 0.065  0.24
H: -1.471 0.892 -1.125  0.27
H: 1.071 -1.108 0.119  0.39
H: 2.374 0.129 -0.699  0.27
H: 1.649 0.251 1.274  0.22
N: -0.770 0.390 -0.495  -0.13
S: 1.067 2.187 -1.468  -0.32

Results
Orbital gap (eV): 8.8
E_HOMO (hartree): -0.3040
Molar mass (Da): 89.2



B) The following is a DFT calculation (the ωB97M-V functional and the def2-TZVPD basis) of a 2-piece molecular cluster, C3H7NS overall.

Each line ends with the Mulliken charge.
CARTESIAN COORDINATES (ANGSTROEM)
N: -1.662 0.549 -0.707  -0.41
S: -3.063 0.720 0.330  -0.48
H: -1.530 1.407 -1.393  0.36
H: -0.775 0.270 -0.147  0.13
H: -1.906 -0.207 -1.362  0.35
C: 0.577 0.818 1.350  0.04
C: 1.083 0.077 0.564  -0.34
C: 1.606 -1.085 -0.044  -1.08
H: 0.116 1.596 1.918  0.44
H: 1.762 -1.778 0.748  0.28
H: 1.186 -1.529 -0.917  0.36
H: 2.605 -0.837 -0.340  0.35

Results
Orbital gap (eV): 7.8
SMILES string: [NH3+][S-].C#CC
E_HOMO (hartree): -0.2748
Molar mass (Da): 89.2



C) The following is a DFT calculation (the ωB97M-V functional and the def2-TZVPD basis) of one molecule with the formula C3H7NS.

Each line ends with the Mulliken charge.
CARTESIAN COORDINATES (ANGSTROEM)
C: 0.155 2.330 -0.517  -0.88
C: -0.414 0.956 -0.530  0.07
N: 0.185 -0.093 -0.233  -0.34
S: -0.750 -1.509 -0.278  0.00
C: 0.261 -2.523 0.779  -0.71
H: -0.569 2.862 -1.138  0.30
H: 0.136 2.760 0.469  0.27
H: 1.213 2.404 -0.954  0.23
H: -1.561 0.993 -0.726  0.26
H: -0.170 -2.616 1.787  0.26
H: 1.192 -2.007 0.971  0.28
H: 0.322 -3.557 0.371  0.26

Results
Orbital gap (eV): 9.3
SMILES string: C/C=N/SC
E_HOMO (hartree): -0.3045
Molar mass (Da): 89.2



D) The following is a DFT calculation (the ωB97M-V functional and the def2-TZVPD basis) of a 2-piece molecular cluster, C3H7NS overall.

Each line ends with the Mulliken charge.
CARTESIAN COORDINATES (ANGSTROEM)
C: 1.250 0.164 1.294  -0.69
C: 1.349 0.238 -0.005  0.05
C: -1.567 0.128 -0.363  -0.72
N: 0.623 -0.658 -0.757  -0.29
S: 0.860 -0.467 -2.341  -0.12
H: 1.840 0.712 1.963  0.34
H: 0.871 -0.800 1.684  0.25
H: 1.906 0.967 -0.732  0.19
H: -1.143 0.991 0.268  0.25
H: -1.721 0.248 -1.367  0.34
H: -2.262 -0.578 0.164  0.24
H: 0.249 -1.626 -2.535  0.17

Results
Orbital gap (spin up / spin down) (eV): 7.2 / 8.3
E_HOMO (spin up / spin down) (hartree): -0.2884 / -0.2888
Molar mass (Da): 89.2



Short version: C) is the most stable of them.